113
Properties=species:S:1:pos:R:3:forces:R:3:lowdin_charge:R:1 method="wB97M-V/def2-TZVPD" gap_ev=6.93 energy_ev=-104038.8037 homo_ev=-5.791 total_charge=-1 spin_multiplicity=1 mol_weight_g_mol=931.69
C 0.44809 2.89242 -1.98741 -0.12 -0.06 -0.29 -0.01
C 1.58668 1.96465 -1.61673 -0.31 -0.18 -0.20 -0.45
O 2.63704 2.40463 -1.27709 0.39 0.15 0.25 0.15
N 1.25109 0.55126 -1.80971 0.12 0.13 0.34 0.05
C 1.97195 0.01336 -2.94995 -0.88 -0.21 0.37 -0.44
C 1.16959 -0.77575 -3.94971 -0.15 -0.01 0.05 0.00
O 3.12586 0.24094 -3.11660 1.03 0.32 -0.49 0.14
C 1.30557 -0.38799 -0.61406 -0.09 -1.04 0.04 -0.31
C 0.53133 -1.66591 -1.02162 -0.61 0.62 0.00 -0.15
C 0.07988 -2.54779 0.14772 0.35 -0.60 -0.16 -0.19
C 0.24194 -4.03299 -0.20237 0.13 0.22 0.14 -0.29
N -0.53358 -4.86966 0.71469 0.17 0.12 0.10 -0.02
C 2.80120 -0.82248 -0.23774 -0.26 0.17 0.16 -0.62
O 2.96865 -2.04693 -0.11458 0.24 -0.34 -0.02 0.00
O 3.62213 0.09400 -0.10905 0.20 0.12 0.12 -0.02
N 0.62372 0.19801 0.56279 0.54 1.41 -0.94 -0.13
C 1.43489 0.98438 1.50021 -0.24 0.02 0.48 -0.23
O 1.81013 0.18191 2.60048 0.01 -0.21 -0.17 -0.06
C 3.12710 0.38903 3.06283 -0.01 -0.17 0.03 -0.24
O 3.35782 -0.59055 4.04154 0.13 0.41 0.19 -0.11
C 4.61794 -1.23970 3.91539 -0.07 -0.36 -0.05 -0.18
C 4.56372 -2.32396 2.83625 0.23 0.16 -0.30 -0.22
O 5.54707 -2.05840 1.83673 -0.12 -0.28 0.06 -0.08
P -0.95423 0.72722 0.38174 -0.36 -0.64 0.79 0.68
O -1.98950 0.03800 1.18633 -0.09 0.20 -0.08 -0.41
H 0.86797 3.82895 -2.35263 -0.05 0.00 0.08 0.08
H -0.19991 2.44222 -2.74148 0.04 0.04 0.05 0.08
H -0.16459 3.10729 -1.10991 0.04 -0.01 0.02 0.05
H 1.67339 -1.71823 -4.16287 -0.02 0.06 -0.06 0.10
H 0.14753 -0.95551 -3.62985 0.07 -0.02 -0.03 0.07
H 1.15440 -0.18399 -4.86874 0.03 -0.08 -0.01 0.09
H -0.35898 -1.32318 -1.57026 0.06 -0.17 0.03 0.10
H 1.12746 -2.24123 -1.72748 0.13 0.02 0.10 0.11
H 0.69597 -2.35740 1.02708 -0.23 0.11 0.02 0.11
H -0.96906 -2.36052 0.39246 0.09 0.16 0.10 0.10
H 1.30066 -4.27616 -0.07325 -0.07 -0.03 -0.14 0.11
H -0.00870 -4.19694 -1.26121 -0.08 -0.01 0.02 0.10
H -0.37733 -5.85214 0.53642 -0.11 -0.01 -0.04 0.05
H -1.52242 -4.66899 0.63902 -0.02 -0.08 -0.05 0.06
H 2.30110 1.42126 1.00261 0.03 -0.23 -0.03 0.11
H 0.80854 1.79819 1.89032 -0.01 -0.02 -0.07 0.11
H 3.82988 0.30287 2.22699 0.00 0.01 -0.01 0.12
H 3.20808 1.37927 3.53850 -0.02 0.03 -0.07 0.14
H 5.42016 -0.53821 3.66434 -0.08 0.05 -0.05 0.12
H 4.85034 -1.65784 4.89902 -0.17 0.04 -0.06 0.12
H 4.72346 -3.32520 3.25727 0.00 0.09 0.05 0.11
H 3.56924 -2.29340 2.38760 -0.04 -0.07 0.02 0.11
H 5.13663 -2.27513 0.98762 -0.11 0.25 -0.05 0.06
H -1.21460 0.71415 -0.99147 0.18 -0.01 -0.08 0.03
H -0.88819 2.09381 0.71635 0.05 0.05 -0.13 0.01
C 5.82662 -0.32308 -2.38424 -0.05 -0.05 0.12 0.03
N 7.27403 -0.45488 -2.06877 -0.05 -0.03 0.05 -0.45
O 7.76338 -1.56879 -2.02918 0.00 0.00 -0.02 0.04
O 7.90649 0.56982 -1.88798 0.00 0.00 -0.09 0.04
H 5.41480 -1.31378 -2.52797 0.04 -0.03 0.01 0.10
H 5.33562 0.17527 -1.54903 -0.02 0.02 0.01 0.08
H 5.74508 0.27366 -3.28778 0.01 0.05 0.04 0.09
C -4.35031 1.35712 3.30311 0.03 -0.06 0.11 0.04
N -5.15818 2.55199 2.94559 0.01 0.14 0.00 -0.42
O -5.83013 3.08308 3.82192 0.10 -0.17 0.06 0.01
O -5.11495 2.94901 1.80401 0.00 -0.02 -0.01 0.08
H -4.50811 1.14755 4.35368 -0.06 0.03 0.00 0.09
H -4.68064 0.53380 2.67754 0.09 0.02 -0.08 0.11
H -3.31078 1.58258 3.08365 0.00 -0.09 -0.15 0.09
C -0.86262 -1.06321 -8.18897 0.05 -0.15 0.01 0.04
N -1.16888 -1.70987 -6.88292 0.06 0.04 0.01 -0.44
O -0.24491 -2.19673 -6.26775 -0.09 -0.08 -0.01 0.06
O -2.32730 -1.69315 -6.51887 0.01 -0.02 -0.02 0.06
H 0.20354 -1.14818 -8.35988 0.01 0.03 0.02 0.09
H -1.43822 -1.58683 -8.94705 -0.04 0.03 0.02 0.10
H -1.17203 -0.02880 -8.11749 -0.04 0.05 -0.01 0.08
C -6.74866 6.02942 2.78962 -0.17 0.05 -0.09 0.04
N -6.72337 7.36102 3.45440 0.00 0.01 0.01 -0.45
O -7.71987 8.05350 3.38600 0.01 -0.02 0.00 0.05
O -5.70097 7.66817 4.03015 -0.01 0.00 -0.02 0.06
H -7.71873 5.90804 2.32207 0.00 0.03 -0.01 0.09
H -5.95048 6.01281 2.05432 0.06 -0.03 0.06 0.10
H -6.57411 5.27330 3.54587 0.12 -0.01 0.01 0.07
C 8.39985 -0.89915 -5.17014 0.16 0.04 -0.09 0.05
N 7.44721 -1.04695 -6.30474 0.01 0.00 -0.02 -0.45
O 7.87106 -0.86397 -7.43098 0.00 -0.01 0.03 0.05
O 6.30565 -1.34306 -6.03012 0.00 0.01 0.00 0.07
H 9.36671 -0.63272 -5.57902 0.00 -0.01 -0.02 0.09
H 8.02150 -0.11536 -4.52234 -0.04 -0.01 0.02 0.08
H 8.43335 -1.84510 -4.63916 -0.09 0.03 0.07 0.10
C -1.87218 -1.30424 6.15695 0.19 0.11 -0.23 0.05
N -3.05333 -1.38433 5.25635 0.03 -0.08 0.06 -0.44
O -2.89711 -1.16187 4.07951 -0.09 0.05 0.03 0.08
O -4.11658 -1.68077 5.78102 -0.01 0.05 0.01 0.03
H -1.00185 -1.03353 5.56948 -0.05 0.01 -0.08 0.10
H -2.09704 -0.55520 6.91018 -0.02 -0.06 0.07 0.10
H -1.75685 -2.27951 6.60956 0.00 -0.04 0.11 0.07
C 1.80512 2.30914 -10.60404 0.11 0.01 -0.01 0.05
N 1.46148 1.67735 -9.30070 -0.02 -0.05 0.11 -0.45
O 2.35235 1.16789 -8.66199 0.00 -0.01 -0.03 0.09
O 0.29189 1.71398 -8.96383 0.02 0.10 -0.13 0.04
H 2.87038 2.19506 -10.76303 0.00 -0.01 0.02 0.10
H 1.22707 1.80239 -11.37050 -0.05 0.03 0.01 0.10
H 1.51691 3.35374 -10.54062 -0.05 -0.01 -0.01 0.10
C -4.17587 -3.60264 9.21289 0.00 -0.06 -0.07 0.05
N -2.89550 -2.89924 9.50125 -0.03 0.06 -0.14 -0.44
O -1.97123 -3.07563 8.73357 0.02 -0.06 0.16 0.05
O -2.86657 -2.18070 10.47691 -0.01 -0.04 0.02 0.07
H -4.04541 -4.18978 8.31250 0.02 0.02 -0.01 0.10
H -4.40125 -4.22446 10.07382 -0.03 0.04 0.03 0.10
H -4.93655 -2.83965 9.08130 -0.01 0.01 0.04 0.10
C -8.98144 2.52887 3.42316 -0.08 0.06 0.11 0.04
N -9.32060 1.10447 3.15769 0.00 -0.02 -0.01 -0.45
O -9.89221 0.48286 4.02981 0.00 0.02 -0.01 0.06
O -8.99835 0.65914 2.07642 0.00 0.00 0.01 0.06
H -9.32825 2.77998 4.41842 -0.01 -0.03 0.01 0.10
H -7.90363 2.63336 3.34377 -0.06 0.01 -0.05 0.06
H -9.48218 3.12518 2.66606 0.04 -0.03 -0.05 0.10

---

9
Properties=species:S:1:pos:R:3:forces:R:3:lowdin_charge:R:1 method="wB97M-V/def2-TZVPD" gap_ev=11.20 energy_ev=-6239.9960 homo_ev=-10.663 e_above_lowest_kj_mol=24.8 spin_multiplicity=1 mol_weight_g_mol=54.05
O 0.13740 -0.23656 -0.60553 0.16 0.26 -0.44 -0.04
H -0.09919 -0.74945 0.16726 -0.34 -0.21 0.57 0.00
H 0.55675 -0.86603 -1.19217 0.10 -0.11 -0.19 0.05
O -1.06179 -1.66442 1.65220 0.10 -0.05 -0.25 -0.03
H -1.61980 -1.06039 2.14210 -0.22 0.23 0.07 0.05
H -0.52780 -2.09360 2.32070 0.18 -0.17 0.17 0.05
O 0.87928 2.50534 -1.22456 0.13 0.49 -0.04 -0.06
H 0.52127 1.62169 -1.13947 -0.19 -0.55 0.30 -0.03
H 1.21387 2.54346 -2.12057 0.08 0.10 -0.17 0.02

---

17
Properties=species:S:1:pos:R:3:forces:R:3:lowdin_charge:R:1 method="wB97M-V/def2-TZVPD" gap_ev=9.11 energy_ev=-10342.6067 homo_ev=-8.322 e_above_lowest_kj_mol=663.9 spin_multiplicity=1 mol_weight_g_mol=106.12
C 0.45420 -0.85465 -2.36201 1.87 0.48 -1.99 -0.08
C 1.21946 0.28369 -2.35401 -0.74 -1.16 0.58 -0.27
O 2.43850 0.29025 -1.75273 -0.16 0.01 -0.26 0.01
H -0.33321 -0.90416 -3.10030 -0.44 0.28 0.27 0.07
H 0.97388 -1.79799 -2.25445 0.01 -0.09 0.59 0.07
H 0.84307 1.23314 -2.70998 0.06 0.04 -0.05 0.12
H 2.69211 1.19342 -1.53430 -0.01 -0.02 -0.10 0.11
C -1.54582 -0.40250 2.68786 -0.04 0.12 -0.08 -0.12
N -0.46466 0.40926 2.14627 0.01 -0.10 -0.39 -0.12
O -0.88825 0.97579 0.88697 -0.15 -0.72 0.36 -0.23
N -0.12653 0.47936 -0.18439 0.42 -1.33 -1.62 -0.05
H -1.69352 -1.26762 2.04129 0.01 0.02 0.06 0.08
H -2.49145 0.14320 2.78155 0.03 -0.03 -0.05 0.07
H -1.24081 -0.74610 3.67736 0.02 -0.05 -0.02 0.08
H -0.31248 1.22370 2.73621 -0.11 -0.01 -0.16 0.10
H 0.78720 0.22900 0.20739 -0.21 0.13 0.09 0.06
H -0.31169 -0.48779 -0.91272 -0.56 2.42 2.77 0.11

---

11
Properties=species:S:1:pos:R:3:forces:R:3:lowdin_charge:R:1 method="wB97M-V/def2-TZVPD" gap_ev=10.64 energy_ev=-9897.6753 homo_ev=-9.723 e_above_lowest_kj_mol=205.0 spin_multiplicity=1 mol_weight_g_mol=92.07
C -0.92768 -1.38820 -0.15602 2.56 0.63 -3.38 -0.07
N 0.15490 -0.65897 0.46701 -1.42 3.30 -0.20 -0.07
F 1.35924 -1.02168 -0.09598 1.19 -0.38 -0.49 -0.07
C -0.00614 0.95355 0.14213 -1.50 -1.55 -0.19 -0.40
N 1.17905 1.59823 0.32109 -3.69 -1.34 -0.86 0.19
O -1.08469 1.47278 -0.19018 3.02 -1.75 0.92 0.04
H -1.08158 -2.32951 0.19720 -0.54 -2.31 1.80 0.05
H -1.67027 -0.71009 -0.12607 -3.30 1.74 0.85 0.03
H -0.90508 -1.55345 -1.28416 0.94 0.47 0.97 0.12
H 1.90361 1.13680 0.76313 1.84 -0.49 0.61 0.08
H 1.07863 2.50054 -0.03816 0.91 1.68 -0.03 0.10